Entry 1:
A cluster of 8 separate species, C39H46N8O13 in total in a non-equilibrium geometry, computed with ωB97M-V/def2-TZVPD.

Results
HOMO level = -8.85 eV
Relative energy (zero: lowest compared OMol25 entry of this formula, charge and spin) = 0.0 kJ/mol
SMILES = O=[N+]([O-])c1ccccc1.O=[N+]([O-])c1ccccc1.O=[N+]([O-])c1ccccc1.O=[N+]([O-])c1ccccc1.O=[N+]([O-])c1ccccc1.CN(C)C=O.CN(C)C=O.CN(C)C=O
Multiplicity = 1

XYZ file:
```
106
C39H46N8O13 ωB97M-V/def2-TZVPD
O -1.228 -0.562 -5.943
N -1.374 0.084 -7.046
O -1.308 1.282 -7.137
C -1.568 -0.689 -8.245
C -2.293 -0.204 -9.366
C -2.667 -1.144 -10.366
C -2.172 -2.384 -10.365
C -1.392 -2.863 -9.294
C -1.189 -2.005 -8.208
H -2.484 0.859 -9.350
H -3.183 -0.789 -11.246
H -2.198 -2.910 -11.308
H -1.014 -3.875 -9.313
H -0.717 -2.444 -7.341
O -0.626 -6.962 -4.068
N -1.578 -7.230 -3.391
O -1.980 -8.402 -3.266
C -2.526 -6.157 -3.001
C -3.197 -6.210 -1.755
C -4.062 -5.206 -1.435
C -4.276 -4.222 -2.361
C -3.777 -4.162 -3.695
C -2.855 -5.157 -3.882
H -2.916 -7.001 -1.075
H -4.694 -5.230 -0.560
H -4.931 -3.408 -2.084
H -3.816 -3.266 -4.296
H -2.309 -5.160 -4.814
O -4.903 -3.236 8.280
N -4.480 -2.099 7.987
O -3.685 -2.003 7.098
C -4.898 -0.918 8.680
C -5.676 -1.076 9.834
C -6.062 -0.023 10.680
C -5.727 1.299 10.307
C -4.913 1.461 9.172
C -4.569 0.395 8.337
H -6.022 -2.075 10.055
H -6.518 -0.297 11.620
H -6.062 2.178 10.838
H -4.575 2.419 8.806
H -4.150 0.557 7.355
O 5.861 -2.409 -2.583
N 6.254 -1.946 -3.664
O 7.260 -2.232 -4.311
C 5.466 -0.842 -4.289
C 4.426 -0.289 -3.481
C 3.712 0.820 -3.942
C 4.096 1.411 -5.151
C 4.962 0.765 -6.054
C 5.734 -0.330 -5.610
H 4.197 -0.845 -2.584
H 2.836 1.189 -3.430
H 3.609 2.365 -5.287
H 5.301 1.201 -6.982
H 6.379 -0.843 -6.308
O 0.812 6.250 -1.896
N -0.069 5.426 -1.825
O 0.163 4.423 -1.137
C -1.444 5.544 -2.368
C -2.140 6.737 -2.238
C -3.450 6.881 -2.676
C -4.142 5.790 -3.222
C -3.465 4.603 -3.302
C -2.124 4.479 -2.937
H -1.703 7.604 -1.764
H -3.917 7.854 -2.635
H -5.063 6.083 -3.704
H -3.900 3.695 -3.691
H -1.684 3.494 -3.003
C -1.759 -1.990 1.697
N -0.371 -1.530 1.455
C -0.166 -0.979 0.118
C 0.570 -1.679 2.449
O 1.820 -1.426 2.323
H -2.182 -1.815 2.686
H -1.935 -3.023 1.397
H -2.481 -1.539 1.016
H -0.573 -1.549 -0.717
H -0.681 -0.061 -0.166
H 0.855 -0.667 -0.104
H 0.083 -2.130 3.328
C 3.153 -1.656 7.379
N 3.313 -0.212 7.850
C 2.045 0.395 8.357
C 4.532 0.419 7.747
O 4.717 1.550 8.265
H 3.748 -2.431 7.863
H 3.450 -1.757 6.335
H 2.104 -1.919 7.513
H 2.136 1.179 9.109
H 1.477 0.881 7.564
H 1.326 -0.370 8.649
H 5.297 -0.070 7.124
C 5.064 2.970 1.496
N 6.220 3.717 2.073
C 6.115 3.962 3.489
C 7.173 4.275 1.267
O 8.219 4.882 1.762
H 5.049 2.971 0.406
H 4.131 3.418 1.838
H 4.962 1.948 1.862
H 6.045 3.036 4.060
H 7.027 4.439 3.850
H 5.247 4.594 3.677
H 6.873 4.115 0.219
```

Mulliken population analysis, charges in e, atoms 1 to 4: atom 1 (O): -0.557, atom 2 (N): 0.877, atom 3 (O): -0.549, atom 4 (C): 0.153

=====

Entry 2:
A cluster of 5 separate species, C39H47BClF33N5O11 in total in a non-equilibrium geometry, computed with ωB97M-V/def2-TZVPD.

Results
Charge = +1
HOMO level = -11.67 eV
Relative energy (zero: lowest compared OMol25 entry of this formula, charge and spin) = 1657.1 kJ/mol
Multiplicity = 1

XYZ file:
```
137
C39H47BClF33N5O11 ωB97M-V/def2-TZVPD
C 8.340 1.690 -0.164
C 7.050 1.972 -1.189
O 6.089 2.779 -0.417
C 5.552 1.964 0.719
C 4.093 2.625 1.192
C 3.094 1.421 1.695
C 1.557 1.890 2.021
C 0.729 2.430 0.671
N -0.180 1.387 0.067
C 0.348 0.561 -1.084
C 1.766 0.558 -1.904
C 2.047 1.934 -2.778
O 3.337 2.263 -3.051
F 0.993 2.833 -3.321
N -0.692 -0.463 -1.524
C -1.794 -0.087 -0.518
N -2.942 -0.803 -0.556
C -4.201 -0.686 0.240
C -4.111 -1.289 1.786
O -3.317 -2.290 2.175
Cl -5.202 -0.439 3.071
N -2.941 -1.834 -1.527
C -3.217 -3.181 -0.919
C -1.907 -3.952 -0.222
O -4.377 -3.839 -0.878
C -3.806 -1.497 -2.709
C -3.016 -0.912 -4.062
O -5.125 -1.640 -2.831
N -1.501 1.024 0.417
B -2.153 1.740 1.552
O -1.525 1.677 2.919
O -3.445 2.505 1.509
C -3.519 3.347 0.305
C -5.135 3.742 0.134
H 9.345 1.496 -0.735
H 8.385 2.662 0.526
H 8.108 0.767 0.534
H 7.517 2.566 -2.111
H 6.607 0.972 -1.625
H 6.252 1.985 1.666
H 5.416 0.871 0.286
H 4.287 3.464 2.012
H 3.687 3.189 0.243
H 3.092 0.504 0.961
H 3.544 1.007 2.720
H 0.978 0.923 2.404
H 1.478 2.664 2.922
H 1.592 2.687 -0.114
H 0.199 3.480 0.872
H 2.640 0.309 -1.166
H 1.732 -0.336 -2.692
H -5.125 -1.260 -0.251
H -4.528 0.462 0.219
H -2.219 -4.823 0.496
H -1.092 -4.245 -1.019
H -1.398 -3.125 0.469
H -1.909 -1.287 -4.142
H -3.627 -1.373 -4.979
H -3.139 0.259 -4.168
H -1.345 0.681 3.024
H -2.993 4.384 0.575
H -3.082 2.859 -0.670
H -5.632 3.581 1.196
H -5.300 4.864 -0.157
H -5.660 3.006 -0.611
C -8.838 -2.516 -1.808
C -8.164 -2.054 -0.508
C -8.738 -2.658 0.769
F -10.047 -2.374 0.939
F -8.097 -2.166 1.862
F -8.170 -0.694 -0.463
F -6.842 -2.412 -0.589
O -9.855 -1.659 -2.339
C -11.145 -1.810 -1.755
C -11.593 -0.577 -0.957
F -10.699 -0.254 0.013
F -12.778 -0.805 -0.331
F -11.170 -2.953 -1.026
F -12.002 -2.016 -2.794
H -8.056 -2.515 -2.579
H -9.169 -3.561 -1.760
H -8.616 -3.746 0.779
H -11.710 0.291 -1.611
C -15.991 2.762 -3.069
C -14.893 2.172 -2.171
C -14.482 3.047 -0.993
F -14.005 4.251 -1.376
F -13.488 2.454 -0.279
F -13.822 1.837 -2.941
F -15.371 0.987 -1.673
O -15.552 3.445 -4.248
C -15.149 4.798 -4.054
C -13.649 5.019 -4.291
F -12.892 4.210 -3.505
F -13.290 6.296 -3.992
F -15.562 5.211 -2.830
F -15.865 5.532 -4.951
H -16.568 1.909 -3.451
H -16.722 3.351 -2.503
H -15.323 3.209 -0.311
H -13.383 4.821 -5.333
C 14.812 -0.189 1.248
C 14.213 0.854 2.204
C 12.945 0.416 2.928
F 11.940 0.107 2.081
F 12.478 1.416 3.723
F 14.025 2.020 1.527
F 15.168 1.130 3.150
O 14.461 -0.064 -0.134
C 13.204 -0.625 -0.497
C 12.175 0.429 -0.928
F 11.983 1.368 0.035
F 10.962 -0.138 -1.162
F 12.764 -1.416 0.513
F 13.458 -1.465 -1.540
H 15.899 -0.036 1.265
H 14.678 -1.215 1.612
H 13.137 -0.451 3.568
H 12.497 0.942 -1.838
C 11.116 -4.851 1.953
C 9.596 -4.828 2.174
C 9.068 -3.601 2.909
F 9.598 -3.463 4.144
F 7.722 -3.688 3.081
F 9.218 -5.980 2.791
F 9.007 -4.865 0.935
O 11.887 -5.589 2.907
C 12.192 -4.895 4.113
C 11.503 -5.497 5.345
F 10.154 -5.553 5.190
F 11.734 -4.743 6.452
F 11.923 -3.577 3.944
F 13.544 -4.980 4.260
H 11.282 -5.380 1.006
H 11.529 -3.850 1.780
H 9.268 -2.686 2.342
H 11.862 -6.512 5.538
```

Mulliken population analysis, charges in e, atoms 1 to 4: atom 1 (C): -0.503, atom 2 (C): -0.329, atom 3 (O): -0.368, atom 4 (C): -0.412

=====

Molecular weight in g/mol, matching the order above: 834.84; 1435.03
Kohn-Sham gap in eV, matching the order above: 7.750; 7.425